ORCA calculation (ωB97M-V/def2-TZVPD) on a structure of composition C41H51CaCl2N4O12P2S2 at a distorted geometry.

Orbital gap   6.3 eV
E_HOMO   -4.135 eV
E   -157618.682 eV
2S+1   1
Total charge   -1

Each line ends with the Löwdin charge.
Positions of all 115 atoms, in Å:
Ca1 -1.1406 -0.3337 -0.4265  1.323
C1 -3.1936 6.0955 1.0306  -0.059
C2 -3.1440 4.9786 0.0233  -0.280
C3 -2.5972 5.1691 -1.2424  -0.051
C4 -2.5225 4.1279 -2.1550  -0.082
C5 -3.0077 2.8750 -1.8098  -0.362
C6 -3.5774 2.6746 -0.5620  -0.074
C7 -3.6292 3.7167 0.3497  -0.036
S1 -2.9684 1.5817 -3.0650  0.894
O1 -1.6651 1.7614 -3.7684  -0.518
O2 -0.2975 1.7719 -1.2707  -0.215
N1 -2.9495 0.2525 -2.0988  -0.306
C8 -3.9696 -0.6435 -2.3469  -0.318
C9 -4.8507 -0.6313 -3.4242  -0.066
C10 -5.8801 -1.5731 -3.5664  -0.098
C11 -6.0815 -2.5643 -2.6483  -0.075
C12 -5.2130 -2.6350 -1.5375  -0.171
C13 -5.3653 -3.6263 -0.5402  -0.022
C14 -4.5167 -3.6580 0.5231  -0.059
C15 -3.4848 -2.7015 0.5820  -0.142
N2 -3.3035 -1.7727 -0.3237  0.048
C16 -4.1599 -1.7023 -1.3845  -0.169
H1 -2.8782 7.0418 0.5889  0.068
H2 -2.5422 5.8828 1.8808  0.079
H3 -4.2022 6.2273 1.4262  0.075
H4 -2.2117 6.1466 -1.5129  0.104
H5 -2.0626 4.2688 -3.1255  0.106
H6 -3.9496 1.6933 -0.2962  0.102
H7 -4.0347 3.5368 1.3387  0.117
H8 -4.7488 0.1268 -4.1866  0.071
H9 -6.5253 -1.4987 -4.4341  0.099
H10 -6.8765 -3.2921 -2.7504  0.099
H11 -6.1674 -4.3485 -0.6441  0.113
H12 -4.5995 -4.4016 1.3044  0.102
H13 -2.7808 -2.6996 1.4011  0.069
C17 1.4319 2.6161 -4.3196  -0.032
C18 2.4768 1.8902 -3.5012  -0.380
C19 2.4352 0.3862 -3.7014  -0.039
O3 2.3554 2.3325 -2.1004  -0.164
P1 1.2367 2.1328 -1.0209  0.512
O4 0.6097 0.6229 -1.6525  -0.325
C20 1.9269 1.5285 0.5248  -0.169
P2 2.2425 -0.2432 0.6189  0.471
O5 1.0079 -1.0412 0.5625  -0.334
O6 3.0543 -0.3862 1.9647  -0.174
C21 2.7625 -1.4776 2.9018  -0.416
C22 3.2049 -0.9852 4.2590  -0.033
C23 3.4537 -2.7396 2.4395  -0.042
O7 3.2583 -0.5217 -0.5482  -0.191
C24 4.7035 -0.6128 -0.4559  -0.424
C25 5.1117 -1.9496 -1.0342  -0.071
C26 5.2961 0.5638 -1.2076  -0.035
O8 0.9554 3.6661 -0.6436  -0.174
C27 2.0060 4.5957 -0.3199  -0.463
C28 1.7259 5.1448 1.0638  -0.031
C29 2.0237 5.6685 -1.3897  -0.034
H14 1.5585 2.3601 -5.3732  0.092
H15 1.5282 3.6976 -4.2124  0.076
H16 0.4263 2.3042 -4.0222  0.055
H17 3.4781 2.2554 -3.7349  0.135
H18 1.4148 0.0197 -3.7818  0.082
H19 2.9332 -0.1519 -2.8971  0.064
H20 2.9554 0.1646 -4.6362  0.093
H21 1.2288 1.8095 1.3203  0.081
H22 2.8656 2.0624 0.6971  0.088
H23 1.6831 -1.6210 2.8811  0.108
H24 4.2866 -0.8378 4.2785  0.084
H25 2.9418 -1.7176 5.0234  0.088
H26 2.7161 -0.0433 4.5084  0.083
H27 4.5387 -2.6059 2.4370  0.087
H28 3.1164 -3.0413 1.4434  0.006
H29 3.2137 -3.5561 3.1241  0.090
H30 4.9749 -0.5560 0.5997  0.130
H31 4.7201 -2.0500 -2.0476  0.081
H32 4.7079 -2.7738 -0.4479  0.015
H33 6.2007 -2.0238 -1.0621  0.086
H34 5.0575 0.4943 -2.2700  0.077
H35 6.3817 0.5617 -1.0973  0.085
H36 4.9098 1.5123 -0.8312  0.074
H37 2.9673 4.0712 -0.3283  0.125
H38 0.7824 5.6910 1.0572  0.085
H39 2.5222 5.8244 1.3724  0.084
H40 1.6459 4.3416 1.7968  0.080
H41 1.0518 6.1625 -1.4272  0.085
H42 2.2279 5.2285 -2.3653  0.069
H43 2.7897 6.4150 -1.1718  0.083
C30 -0.8292 -4.1318 2.8986  0.020
C31 -0.8189 -2.7037 3.3110  -0.353
N3 -1.0775 -1.6763 2.5298  0.160
C32 -0.8539 -0.5569 3.2835  -0.129
C33 -0.4731 -0.9135 4.5551  -0.101
N4 -0.4622 -2.2834 4.5474  0.173
C34 -0.0740 -0.2170 5.7999  -0.517
O9 -0.0170 1.0909 5.7537  0.111
O10 0.1893 -0.8712 6.7905  0.067
C35 -0.8868 0.8074 2.6743  -0.574
O11 -0.4926 1.7690 3.3806  0.017
O12 -1.2535 0.9013 1.4806  -0.140
H44 -0.1660 -4.2680 2.0440  0.081
H45 -1.8240 -4.4529 2.5883  0.074
H46 -0.4934 -4.7796 3.7077  0.083
H47 -0.2194 -2.8343 5.3556  0.164
H48 -0.2604 1.4191 4.8065  0.051
Cl1 -0.2996 -2.5931 -2.1453  0.678
C36 -0.3286 -4.1306 -1.2930  -0.635
C37 -1.5551 -4.7634 -1.2362  -0.149
C38 -1.6683 -5.9859 -0.5910  -0.119
C39 -0.5329 -6.5379 -0.0158  -0.159
C40 0.6815 -5.8820 -0.0984  -0.708
Cl2 2.0352 -6.6500 0.6931  0.600
C41 0.8816 -4.6435 -0.7640  -0.800
S2 2.4013 -3.8685 -0.9125  0.536
H49 -2.4110 -4.2983 -1.7072  0.092
H50 -2.6215 -6.4957 -0.5430  0.092
H51 -0.5769 -7.4857 0.5047  0.091


ORCA calculation (ωB97M-V/def2-TZVPD) on a cluster of 9 separate species, C41H52F40O13S4 in total at a distorted geometry.

Orbital gap   10.3 eV
E_HOMO   -9.997 eV
E   -222018.321 eV
2S+1   1
Structure (SMILES)   FC(F)C(F)(F)COC(F)(F)C(F)F.FC(F)C(F)(F)COC(F)(F)C(F)F.FC(F)C(F)(F)COC(F)(F)C(F)F.FC(F)C(F)(F)COC(F)(F)C(F)F.FC(F)C(F)(F)COC(F)(F)C(F)F.O=S1(=O)CCCC1.O=S1(=O)CCCC1.O=S1(=O)CCCC1.O=S1(=O)CCCC1

Each line ends with the Löwdin charge.
Positions of all 150 atoms, in Å:
F1 -0.5716 5.0826 0.2279  0.103
C1 -0.5040 5.7444 -0.9418  -0.300
F2 0.4015 5.1533 -1.7602  0.089
C2 -1.9015 5.9414 -1.5364  -0.442
F3 -1.7647 6.8099 -2.5797  0.110
F4 -2.7077 6.5375 -0.6319  0.140
C3 -2.5657 4.7075 -2.1172  -0.032
O1 -2.8350 3.7501 -1.0904  0.041
C4 -3.7165 2.7660 -1.4529  -0.540
F5 -4.9870 3.2353 -1.4695  0.153
F6 -3.4432 2.3727 -2.7074  0.152
C5 -3.6083 1.6434 -0.4326  -0.268
F7 -3.7848 2.1025 0.8415  0.094
F8 -4.4959 0.6637 -0.6879  0.107
H1 -0.0879 6.7408 -0.7501  0.170
H2 -1.8562 4.2625 -2.8183  0.135
H3 -3.5052 5.0364 -2.5610  0.156
H4 -2.6017 1.2132 -0.3890  0.148
F9 1.8112 -2.6736 4.1875  0.101
C6 2.8575 -2.0680 3.5926  -0.275
F10 3.4878 -1.3225 4.5500  0.079
C7 3.8384 -3.0916 2.9937  -0.446
F11 3.1350 -3.9363 2.2061  0.137
F12 4.4813 -3.7973 3.9544  0.131
C8 4.9165 -2.3855 2.1962  -0.045
O2 4.3128 -1.5216 1.2382  0.024
C9 5.1002 -1.2104 0.1657  -0.541
F13 6.3241 -0.7870 0.5482  0.160
F14 5.3327 -2.3143 -0.5796  0.142
C10 4.3864 -0.1511 -0.6759  -0.270
F15 4.1060 0.9853 -0.0146  0.112
F16 5.2489 0.1541 -1.6953  0.087
H5 2.5363 -1.3807 2.8069  0.148
H6 5.5704 -3.1097 1.7066  0.154
H7 5.5501 -1.8143 2.8791  0.154
H8 3.4742 -0.5304 -1.1428  0.148
F17 2.5175 -3.3551 9.0938  0.095
C11 1.9019 -3.6622 7.9230  -0.308
F18 2.5032 -4.6840 7.2761  0.103
C12 0.4135 -3.9058 8.1248  -0.463
F19 -0.2016 -2.8291 8.6357  0.145
F20 0.3060 -4.9182 9.0309  0.121
C13 -0.2727 -4.3071 6.8328  -0.034
O3 -0.3113 -3.1632 5.9865  0.025
C14 -1.3911 -3.0350 5.1591  -0.534
F21 -1.1287 -3.7449 4.0124  0.128
F22 -2.5282 -3.5333 5.6551  0.166
C15 -1.5541 -1.5695 4.7590  -0.268
F23 -0.3937 -1.0706 4.2429  0.076
F24 -2.5797 -1.4083 3.9020  0.108
H9 2.0205 -2.7695 7.2894  0.170
H10 -1.2865 -4.6037 7.0992  0.150
H11 0.2529 -5.1229 6.3417  0.154
H12 -1.7455 -0.9309 5.6307  0.179
F25 -0.1938 1.2123 -1.2551  0.094
C16 0.9942 0.8911 -0.7117  -0.270
F26 1.6869 2.0567 -0.5382  0.064
C17 0.9192 -0.0488 0.5144  -0.408
F27 1.5616 0.5387 1.5573  0.106
F28 1.6072 -1.1676 0.1984  0.120
C18 -0.4984 -0.3309 0.9921  -0.039
O4 -1.2476 -0.9812 -0.0217  0.010
C19 -1.9775 -2.0849 0.3813  -0.519
F29 -1.2439 -2.8925 1.1607  0.162
F30 -3.0225 -1.6309 1.1072  0.145
C20 -2.3963 -2.8209 -0.9073  -0.269
F31 -3.2950 -3.7723 -0.6326  0.124
F32 -2.9929 -1.8870 -1.7080  0.067
H13 1.6063 0.4141 -1.4852  0.151
H14 -0.9866 0.6314 1.1628  0.150
H15 -0.4651 -0.8513 1.9477  0.126
H16 -1.5361 -3.1947 -1.4666  0.125
F33 3.5484 4.8793 -0.7948  0.079
C21 3.8039 4.8322 0.5464  -0.272
F34 4.7158 5.7997 0.8284  0.095
C22 2.5287 5.0273 1.3551  -0.444
F35 1.7175 3.9849 1.0841  0.108
F36 1.8732 6.1904 1.0907  0.121
C23 2.8525 5.0739 2.8516  -0.055
O5 3.5526 3.9391 3.3374  0.051
C24 2.7620 3.0283 4.0039  -0.545
F37 2.2809 3.5634 5.1408  0.159
F38 1.7277 2.6504 3.2290  0.143
C25 3.5989 1.7755 4.2899  -0.295
F39 3.9653 1.2917 3.0816  0.098
F40 4.6963 2.0803 5.0016  0.119
H17 4.2480 3.8557 0.7578  0.172
H18 1.9354 5.3068 3.3994  0.153
H19 3.4457 5.9651 3.0645  0.151
H20 2.9970 1.0626 4.8560  0.164
O6 1.4221 2.0441 -6.1514  -0.315
S1 1.0887 3.2170 -5.3798  0.695
O7 -0.2740 3.4462 -4.9387  -0.347
C26 2.2130 3.4184 -3.9574  -0.194
C27 2.5783 4.8972 -4.0279  -0.233
C28 2.7500 5.2756 -5.4805  -0.233
C29 1.5633 4.7509 -6.2626  -0.205
H21 3.0528 2.7891 -4.2688  0.106
H22 1.8130 3.0089 -3.0352  0.088
H23 1.7090 5.4179 -3.6093  0.100
H24 3.3472 5.2897 -3.3638  0.113
H25 3.6915 4.8743 -5.8784  0.121
H26 2.9383 6.3360 -5.6676  0.119
H27 1.6963 4.5543 -7.3243  0.104
H28 0.7021 5.4168 -6.2053  0.102
O8 -9.2152 -3.0142 2.2505  -0.337
S2 -7.7846 -2.7814 2.3059  0.683
O9 -6.9841 -3.5443 3.2348  -0.335
C30 -7.0884 -2.9391 0.6098  -0.213
C31 -6.9902 -1.5031 0.1129  -0.226
C32 -6.4459 -0.6862 1.2990  -0.219
C33 -7.3573 -1.0140 2.4714  -0.209
H29 -7.6317 -3.7349 0.1120  0.105
H30 -6.0647 -3.2797 0.7959  0.094
H31 -6.3820 -1.4649 -0.7917  0.108
H32 -7.9961 -1.2333 -0.2328  0.118
H33 -6.3336 0.3888 1.1807  0.107
H34 -5.4163 -1.0574 1.3267  0.097
H35 -8.2717 -0.4347 2.3492  0.105
H36 -6.9768 -0.9391 3.4873  0.100
O10 1.1232 -6.4195 -2.0392  -0.315
S3 0.8268 -5.1074 -2.5767  0.703
O11 -0.5499 -4.6570 -2.6298  -0.344
C34 1.8468 -3.8537 -1.7644  -0.208
C35 2.8243 -3.3322 -2.8143  -0.206
C36 2.9930 -4.3646 -3.9465  -0.205
C37 1.5905 -4.8897 -4.2322  -0.205
H37 2.3561 -4.4253 -0.9886  0.105
H38 1.1530 -3.1194 -1.3665  0.070
H39 2.4126 -2.4500 -3.3087  0.098
H40 3.7876 -3.0906 -2.3667  0.098
H41 3.5752 -5.2271 -3.6045  0.117
H42 3.5014 -3.9560 -4.8156  0.118
H43 1.4873 -5.7950 -4.8255  0.106
H44 1.0113 -4.1110 -4.7354  0.090
O12 0.0262 -1.4301 -2.9279  -0.346
S4 -0.3274 -0.9312 -4.2594  0.698
O13 0.7130 -0.6673 -5.2162  -0.310
C38 -1.6104 -2.0574 -4.8875  -0.216
C39 -2.6643 -1.1408 -5.4880  -0.212
C40 -2.8780 -0.0819 -4.4112  -0.200
C41 -1.4756 0.4826 -4.1354  -0.208
H45 -2.0382 -2.6204 -4.0590  0.093
H46 -1.0861 -2.7560 -5.5392  0.102
H47 -2.3114 -0.7689 -6.4556  0.122
H48 -3.5847 -1.6553 -5.7723  0.118
H49 -3.2420 -0.6032 -3.5289  0.097
H50 -3.4656 0.7776 -4.7223  0.116
H51 -1.3813 0.9315 -3.1507  0.074
H52 -1.1930 1.2377 -4.8663  0.080


The highest E belongs to which entry?
C41H51CaCl2N4O12P2S2


orbital gap of number 1 (C41H51CaCl2N4O12P2S2)?
6.3 eV


Which value of 2S+1 does entry 1 give?
1


The lowest E belongs to which entry?
C41H52F40O13S4